Entry from the Open Molecules 2025 dataset: a molecular structure, C3H7N3S in a non-equilibrium geometry (ωB97M-V with the def2-TZVPD basis set).

```
14
Properties=species:S:1:pos:R:3:nbo_charge:R:1
C -0.311 -0.450 -1.728 -0.03
C 0.288 -1.477 -0.856 -0.66
C -0.896 1.775 0.968 -0.44
N -0.812 0.532 -1.145 -0.17
N 1.863 -0.713 1.008 -1.02
N -0.947 0.622 0.158 -0.33
S 0.316 -1.116 0.940 0.94
H -0.549 -0.696 -2.731 0.21
H 0.012 -2.476 -1.189 0.25
H 1.443 -1.486 -1.035 0.28
H -1.895 1.991 1.380 0.21
H -0.105 1.510 1.767 0.21
H -0.462 2.630 0.435 0.20
H 2.055 -0.648 2.028 0.35
```

Summary:
Energy above the lowest of the compared OMol25 structures with the same formula, charge and spin: 4.903 eV
Total charge: 0
LUMO energy (spin up / spin down): -0.07 / -0.05 eV
HOMO-LUMO gap (spin up / spin down): 7.579 / 7.622 eV

Entry from the Open Molecules 2025 dataset: a molecular structure, C30H36N2NaO2P2SSi in a non-equilibrium geometry (ωB97M-V with the def2-TZVPD basis set).

```
75
Properties=species:S:1:pos:R:3:mulliken_charge:R:1
Na 11.868 10.201 12.497 0.76
O 9.472 6.520 12.302 -0.78
S 10.217 7.283 13.278 1.04
O 10.030 6.918 14.671 -0.67
N 10.097 8.876 13.055 0.00
C 8.932 9.514 13.413 0.14
C 7.731 8.916 13.741 -0.72
C 6.580 9.666 14.059 -0.77
C 6.568 11.035 14.095 -1.07
C 7.781 11.703 13.778 0.99
C 7.872 13.109 13.811 -0.57
C 9.043 13.753 13.560 -1.04
C 10.159 12.951 13.210 -0.33
N 10.096 11.650 13.129 0.14
C 8.955 10.970 13.429 0.17
C 11.949 6.991 12.919 0.30
C 12.561 7.442 11.760 -0.49
C 13.850 7.043 11.459 -0.58
C 14.499 6.130 12.273 -0.56
C 13.882 5.700 13.444 -0.71
C 12.619 6.153 13.784 -0.43
H 7.630 7.837 13.724 0.45
H 5.671 9.107 14.288 0.35
H 5.670 11.609 14.307 0.35
H 6.998 13.700 14.047 0.38
H 9.137 14.830 13.594 0.41
H 11.116 13.407 12.980 0.49
H 12.025 8.099 11.096 0.59
H 14.332 7.438 10.573 0.42
H 15.511 5.804 12.038 0.38
H 14.410 5.008 14.087 0.37
H 12.118 5.819 14.683 0.50
C 11.000 9.629 16.229 -1.66
P 12.296 10.554 15.350 1.59
C 12.449 12.012 16.454 -1.56
C 13.859 9.677 15.764 -0.32
C 14.047 9.118 17.021 -0.67
C 15.218 8.469 17.340 -0.91
C 16.227 8.398 16.390 -0.64
C 16.062 8.976 15.132 -0.83
C 14.871 9.610 14.782 -0.11
P 14.452 10.257 13.086 2.46
C 16.028 9.910 12.227 -1.72
C 14.572 12.080 13.442 -1.18
H 11.147 9.567 17.310 0.60
H 10.934 8.623 15.827 0.40
H 10.046 10.131 16.037 0.41
H 12.527 11.747 17.507 0.39
H 11.584 12.668 16.296 0.40
H 13.326 12.584 16.153 0.40
H 13.236 9.175 17.743 0.27
H 15.359 8.021 18.310 0.40
H 17.172 7.931 16.621 0.40
H 16.881 8.912 14.421 0.32
H 16.878 10.430 12.670 0.44
H 15.888 10.268 11.198 0.47
H 16.223 8.835 12.219 0.32
H 15.056 12.307 14.395 0.41
H 13.561 12.489 13.451 0.05
H 15.100 12.548 12.619 0.48
C 13.980 10.553 7.204 -1.02
Si 12.512 10.490 8.301 -0.33
C 11.360 11.861 7.849 -0.99
C 11.669 8.870 8.115 -0.81
C 13.009 10.678 9.968 -0.46
C 13.638 11.055 10.945 -0.11
H 13.684 10.435 6.154 0.30
H 14.687 9.769 7.455 0.28
H 14.492 11.506 7.311 0.30
H 11.035 11.805 6.803 0.29
H 11.842 12.830 8.009 0.30
H 10.467 11.811 8.467 0.26
H 11.285 8.699 7.102 0.37
H 10.835 8.809 8.828 0.22
H 12.353 8.060 8.368 0.26
```

Summary:
Total charge: -1
LUMO energy: 2.12 eV
HOMO-LUMO gap: 6.325 eV

Entry from the Open Molecules 2025 dataset: a single C2H2F3NO2 molecule in a non-equilibrium geometry (ωB97M-V with the def2-TZVPD basis set).

```
10
Properties=species:S:1:pos:R:3:nbo_charge:R:1
N -0.079 0.135 -0.408 -0.55
O 0.884 0.717 0.615 -0.36
C 1.551 -0.316 1.186 0.69
O 1.385 -1.466 0.914 -0.54
C 2.557 0.240 2.356 0.91
F 3.789 0.520 1.926 -0.30
F 2.650 -0.535 3.417 -0.30
F 1.977 1.359 2.823 -0.32
H -0.527 0.895 -0.906 0.38
H 0.425 -0.657 -0.908 0.39
```

Summary:
Energy above the lowest of the compared OMol25 structures with the same formula, charge and spin: 2.374 eV
Total charge: 0
LUMO energy: 0.70 eV
Structure (SMILES): NOC(=O)C(F)(F)F
HOMO-LUMO gap: 11.168 eV

Entry from the Open Molecules 2025 dataset: a molecular structure, C29H20Cl5N7O4SeTi (ωB97M-V with the def2-TZVPD basis set).

```
67
Properties=species:S:1:pos:R:3:nbo_charge:R:1
Ti -0.290 -0.656 -0.663 1.99
C -3.752 -3.347 -0.481 -0.34
C -4.010 -3.568 0.891 -0.18
C -3.338 -2.844 1.817 -0.25
C -2.413 -1.808 1.436 0.40
N -2.098 -1.689 0.094 -0.65
C -2.775 -2.453 -0.797 0.08
N -1.968 -1.027 2.402 -0.60
C -1.383 0.159 2.080 0.24
N -0.983 0.508 0.817 -0.67
C -0.620 1.844 0.770 0.26
N -0.536 2.569 -0.392 -0.53
C -0.995 2.109 -1.516 0.38
C -1.130 3.024 -2.629 -0.25
C -1.848 2.682 -3.720 -0.20
C -2.447 1.390 -3.792 -0.36
C -2.152 0.498 -2.813 0.07
N -1.370 0.777 -1.736 -0.70
C -0.636 2.328 2.078 -0.15
C -0.336 3.588 2.654 -0.17
C -0.472 3.750 4.003 -0.28
C -0.937 2.683 4.838 -0.29
C -1.269 1.466 4.310 -0.19
C -1.122 1.260 2.916 -0.12
H -4.203 -3.947 -1.257 0.21
H -4.725 -4.321 1.204 0.19
H -3.500 -2.972 2.879 0.21
H -2.453 -2.374 -1.827 0.20
H -0.672 3.997 -2.509 0.22
H -1.970 3.387 -4.535 0.20
H -3.059 1.091 -4.631 0.20
H -2.511 -0.521 -2.877 0.20
H 0.009 4.396 2.020 0.21
H -0.229 4.703 4.462 0.18
H -1.032 2.857 5.904 0.18
H -1.638 0.659 4.931 0.21
Cl 0.201 -1.163 -4.018 0.06
C 1.160 0.163 -3.417 0.03
C 1.263 0.402 -2.042 -0.46
C 2.146 1.429 -1.698 0.04
Cl 2.509 1.783 -0.030 0.03
C 2.793 2.230 -2.640 -0.13
Cl 3.836 3.528 -2.156 0.01
C 2.608 1.995 -3.995 -0.10
Cl 3.384 2.989 -5.176 0.01
C 1.799 0.934 -4.387 -0.12
Cl 1.599 0.618 -6.077 0.01
C 2.694 -0.255 4.025 -0.64
C 2.549 -0.668 2.599 0.20
C 3.413 -1.265 1.703 -0.35
C 2.684 -1.421 0.515 0.25
N 1.445 -0.948 0.687 -0.37
N 1.398 -0.495 1.954 -0.31
C 3.196 -1.977 -0.767 -0.66
H 3.686 0.160 4.202 0.21
H 2.556 -1.106 4.694 0.22
H 1.950 0.501 4.280 0.24
H 4.440 -1.542 1.871 0.21
H 0.541 -0.086 2.326 0.45
H 4.219 -1.628 -0.924 0.20
H 2.582 -1.677 -1.609 0.25
H 3.180 -3.067 -0.751 0.27
O 1.630 -4.437 -1.734 -1.07
Se 0.208 -4.062 -1.075 2.77
O -1.054 -4.621 -1.904 -1.05
O 0.102 -2.287 -1.318 -1.08
O 0.146 -4.224 0.532 -1.03
```

Summary:
Energy above the lowest of the compared OMol25 structures with the same formula, charge and spin: 1.080 eV
Total charge: -2
LUMO energy: 3.99 eV
HOMO-LUMO gap: 4.356 eV

In order of appearance, total energy = -680.80204 -2957.52995 -582.18548 -7353.33577 Eh.